*a*
Here is 2 unconnected molecules or ions with the total composition C3H6O2 from OMol25. Energies are from ωB97M-V with the def2-TZVPD basis set.

Results
lowest unoccupied orbital energy = 0.0265 Ha
SMILES = O=C[C@@H]1CO1.[H][H]
gap between HOMO and LUMO = 10.93 eV

Structure (ORCA input):
```
! RIJCOSX wB97M-V def2-TZVPD def2/J DEFGRID3
* xyz 0 1
O -1.442 0.931 -1.071
C -1.116 0.853 0.086
C -0.532 -0.374 0.728
C 0.905 -0.680 0.720
O -0.009 -1.378 -0.107
H -1.266 1.702 0.785
H -1.118 -0.725 1.581
H 1.313 -1.250 1.555
H 1.608 -0.031 0.201
H 0.484 0.355 -2.165
H 1.173 0.596 -2.313
*
```

=====

*b*
Here is 2 unconnected molecules or ions with the total composition C3H6O2 from OMol25. Energies are from ωB97M-V with the def2-TZVPD basis set.

Results
lowest unoccupied orbital energy = 0.0279 Ha
gap between HOMO and LUMO = 9.15 eV

Structure (ORCA input):
```
! RIJCOSX wB97M-V def2-TZVPD def2/J DEFGRID3
* xyz 0 1
O 0.767 1.159 0.601
C 1.054 0.156 -0.296
C 1.312 -1.105 0.022
C -1.931 0.208 -0.828
O -1.950 0.715 0.380
H 0.909 0.815 1.495
H 1.011 0.532 -1.311
H 1.299 -1.463 1.050
H 1.508 -1.828 -0.760
H -2.855 -0.426 -0.834
H -1.125 1.236 0.482
*
```

=====

The energy of each structure relative to the most stable one, in eV, is as follows: *a* 0.000; *b* 0.981.

=====

*a*
Here is 3 unconnected molecules or ions with the total composition C5H17NO2 from OMol25. Energies are from ωB97M-V with the def2-TZVPD basis set.

Results
lowest unoccupied orbital energy = 0.0233 Ha
SMILES = CCC[C@@H](C)N.O.O
gap between HOMO and LUMO = 8.84 eV

Structure (ORCA input):
```
! RIJCOSX wB97M-V def2-TZVPD def2/J DEFGRID3
* xyz 0 1
C -2.246 -1.279 -0.824
C -1.131 -0.959 0.191
C 0.309 -1.038 -0.397
C 1.384 -0.101 0.159
C 2.744 -0.324 -0.413
N 1.061 1.315 0.073
H -2.142 -2.060 -1.599
H -2.554 -0.416 -1.383
H -3.186 -1.491 -0.147
H -1.256 0.077 0.501
H -1.146 -1.674 1.090
H 0.728 -1.970 -0.079
H 0.197 -0.722 -1.343
H 1.390 -0.136 1.263
H 2.709 0.017 -1.382
H 3.010 -1.356 -0.560
H 3.504 0.101 0.280
H 0.270 1.729 -0.382
H 1.361 1.928 0.862
O -0.603 -0.054 2.810
H -0.053 -0.402 2.115
H -0.167 0.259 3.566
O -1.050 1.916 -1.779
H -1.898 1.722 -1.404
H -1.331 2.499 -2.452
*
```

=====

*b*
Here is 3 unconnected molecules or ions with the total composition C5H17NO2 from OMol25. Energies are from ωB97M-V with the def2-TZVPD basis set.

Results
lowest unoccupied orbital energy = 0.0250 Ha
SMILES = CCNC(C)C.O.O
gap between HOMO and LUMO = 9.29 eV

Structure (ORCA input):
```
! RIJCOSX wB97M-V def2-TZVPD def2/J DEFGRID3
* xyz 0 1
C -1.517 0.792 -2.221
C -0.700 0.959 -0.954
N -0.024 -0.258 -0.538
C 0.061 -0.586 0.864
C -1.202 -1.376 1.417
C 1.309 -1.488 1.100
H -0.965 0.307 -3.028
H -2.446 0.240 -2.083
H -1.756 1.777 -2.622
H -1.256 1.423 -0.139
H 0.055 1.714 -1.214
H -0.235 -1.081 -1.083
H 0.124 0.222 1.576
H -0.873 -2.393 1.593
H -1.957 -1.505 0.633
H -1.628 -0.913 2.302
H 1.926 -0.989 1.854
H 1.965 -1.519 0.232
H 1.106 -2.505 1.427
O 2.182 0.068 -2.577
H 1.316 0.259 -2.953
H 2.049 0.430 -1.688
O 1.074 1.940 2.860
H 0.703 1.753 2.000
H 0.685 2.730 3.243
*
```

=====

The energy of each structure relative to the most stable one, in eV, is as follows: *a* 0.834; *b* 0.000.

=====

*a*
Here is 3 unconnected molecules or ions with the total composition C5H17NO2 from OMol25. Energies are from ωB97M-V with the def2-TZVPD basis set.

Results
lowest unoccupied orbital energy = 0.0246 Ha
SMILES = CCCCNC.O.O
gap between HOMO and LUMO = 9.47 eV

Structure (ORCA input):
```
! RIJCOSX wB97M-V def2-TZVPD def2/J DEFGRID3
* xyz 0 1
C -0.703 -0.124 -2.106
C 0.240 0.768 -1.197
C 1.691 0.304 -1.262
C 2.101 -0.463 0.075
N 1.677 -1.867 -0.120
C 1.389 -2.424 1.201
H -0.576 -0.093 -3.103
H -1.721 -0.040 -1.678
H -0.432 -1.146 -1.895
H 0.239 1.887 -1.757
H -0.187 1.069 -0.221
H 1.895 -0.212 -2.157
H 2.229 1.360 -1.411
H 3.204 -0.372 0.237
H 1.473 -0.138 0.970
H 2.312 -2.389 -0.547
H 0.336 -2.114 1.326
H 1.390 -3.485 1.219
H 2.204 -2.139 1.951
O -2.282 2.846 2.220
H -3.058 3.348 2.457
H -2.322 2.843 1.240
O -3.952 1.032 1.253
H -3.026 1.283 1.479
H -4.122 0.265 1.825
*
```

=====

*b*
Here is 3 unconnected molecules or ions with the total composition C5H17NO2 from OMol25. Energies are from ωB97M-V with the def2-TZVPD basis set.

Results
lowest unoccupied orbital energy = 0.0242 Ha
SMILES = CC(C)N(C)C.O.O
gap between HOMO and LUMO = 8.99 eV

Structure (ORCA input):
```
! RIJCOSX wB97M-V def2-TZVPD def2/J DEFGRID3
* xyz 0 1
C 0.474 -0.999 -1.087
C 0.054 -1.359 0.377
C 1.226 -1.101 1.338
N -1.189 -0.803 0.859
C -2.354 -1.370 0.183
C -1.250 0.662 0.683
H 0.976 -0.029 -1.264
H -0.214 -1.132 -1.925
H 1.329 -1.697 -1.196
H -0.051 -2.454 0.424
H 1.377 -0.003 1.304
H 0.960 -1.357 2.365
H 2.174 -1.489 0.963
H -3.267 -0.938 0.595
H -2.279 -1.133 -0.901
H -2.399 -2.456 0.249
H -2.089 1.068 1.257
H -1.466 0.850 -0.390
H -0.326 1.140 0.995
O 0.656 2.265 -1.782
H -0.239 2.267 -2.106
H 0.975 3.051 -1.367
O 2.108 2.482 0.406
H 3.024 2.723 0.234
H 1.792 1.813 -0.213
*
```

=====

*c*
Here is 3 unconnected molecules or ions with the total composition C5H17NO2 from OMol25. Energies are from ωB97M-V with the def2-TZVPD basis set.

Results
lowest unoccupied orbital energy = 0.0228 Ha
SMILES = CNCC(C)C.O.O
gap between HOMO and LUMO = 8.82 eV

Structure (ORCA input):
```
! RIJCOSX wB97M-V def2-TZVPD def2/J DEFGRID3
* xyz 0 1
C -1.719 2.386 -0.064
N -0.598 1.544 -0.445
C -0.879 0.207 -0.897
C -1.065 -0.858 0.220
C -0.862 -2.242 -0.354
C -2.403 -0.751 0.937
H -2.630 1.834 0.040
H -1.524 2.880 0.881
H -1.988 3.107 -0.842
H 0.088 1.493 0.291
H -1.712 0.226 -1.606
H -0.046 -0.118 -1.502
H -0.281 -0.534 0.918
H -1.610 -2.564 -1.094
H 0.139 -2.417 -0.722
H -1.084 -3.007 0.405
H -2.514 0.118 1.576
H -3.289 -0.745 0.307
H -2.567 -1.634 1.556
O 3.175 -1.703 0.143
H 3.800 -2.203 -0.391
H 3.378 -0.765 0.185
O 5.102 1.679 0.241
H 5.176 2.618 0.441
H 5.912 1.448 -0.222
*
```

=====

The energy of each structure relative to the most stable one, in eV, is as follows: *a* 1.759; *b* 0.159; *c* 0.000.

=====

*a*
Here is 2 unconnected molecules or ions with the total composition C4H9NO3 from OMol25. Energies are from ωB97M-V with the def2-TZVPD basis set.

Results
lowest unoccupied orbital energy = 0.0204 Ha
SMILES = C=C(O)O.CC(N)=O
gap between HOMO and LUMO = 8.84 eV

Structure (ORCA input):
```
! RIJCOSX wB97M-V def2-TZVPD def2/J DEFGRID3
* xyz 0 1
C 0.843 -1.564 0.312
C 0.240 -1.188 -0.860
O -0.889 -1.875 -1.255
O 0.946 -0.723 -1.934
H 1.861 -1.313 0.551
H 0.337 -2.249 0.970
H -1.200 -1.473 -2.076
H 1.256 0.185 -1.719
C -1.437 1.065 0.314
C 0.068 1.017 0.175
N 0.717 0.872 1.466
O 0.713 1.579 -0.717
H -1.891 0.898 -0.659
H -1.718 2.034 0.729
H -1.796 0.292 0.992
H 1.692 1.147 1.447
H 0.257 1.296 2.263
*
```

=====

*b*
Here is C4H9NO3 in the gas phase from OMol25. Energies are from ωB97M-V with the def2-TZVPD basis set.

Results
lowest unoccupied orbital energy = 0.0213 Ha
SMILES = N[C@H](CCO)C(=O)O
gap between HOMO and LUMO = 10.40 eV

Structure (ORCA input):
```
! RIJCOSX wB97M-V def2-TZVPD def2/J DEFGRID3
* xyz 0 1
N -1.317 -0.891 0.332
C -0.082 -0.548 -0.386
C 0.491 0.734 0.247
C 0.968 0.579 1.682
O -0.104 0.512 2.607
C -0.346 -0.338 -1.868
O -1.354 -0.632 -2.447
O 0.733 0.179 -2.498
H -2.166 -0.597 -0.143
H -1.383 -1.898 0.414
H 0.645 -1.344 -0.230
H 1.331 1.082 -0.351
H -0.239 1.546 0.177
H 1.501 1.505 1.921
H 1.685 -0.233 1.840
H -0.866 0.138 2.143
H 0.501 0.207 -3.439
*
```

=====

The energy of each structure relative to the most stable one, in eV, is as follows: *a* 1.790; *b* 0.000.

=====

*a*
Here is a molecular structure, C4H9NO3 from OMol25. Energies are from ωB97M-V with the def2-TZVPD basis set.

Results
lowest unoccupied orbital energy = 0.0128 Ha
gap between HOMO and LUMO = 9.63 eV

Structure (ORCA input):
```
! RIJCOSX wB97M-V def2-TZVPD def2/J DEFGRID3
* xyz 0 1
C -0.088 -1.198 -1.388
C -1.922 -1.002 0.085
C 1.590 0.060 1.156
N -0.525 -0.847 -0.247
C 0.301 0.675 0.663
O 0.690 1.350 -0.735
O 0.347 2.712 -0.940
O -0.535 1.157 1.379
H 1.130 3.206 -0.637
H -0.755 -1.495 -2.201
H 0.975 -1.203 -1.567
H -2.568 -0.481 -0.626
H -2.122 -0.582 1.068
H -2.164 -2.064 0.124
H 1.330 -0.851 1.711
H 2.066 0.778 1.815
H 2.251 -0.217 0.341
*
```

=====

*b*
Here is 3 unconnected molecules or ions with the total composition C4H9NO3 from OMol25. Energies are from ωB97M-V with the def2-TZVPD basis set.

Results
lowest unoccupied orbital energy = -0.1936 Ha
gap between HOMO and LUMO = 3.69 eV

Structure (ORCA input):
```
! RIJCOSX wB97M-V def2-TZVPD def2/J DEFGRID3
* xyz 0 1
O -1.372 1.151 1.947
C -1.572 -0.488 -1.139
C -0.256 -0.094 -0.792
C 0.554 -0.665 0.320
C 1.766 -1.270 -0.494
N 1.456 -2.567 -0.748
O 2.681 -0.429 -0.756
H -1.921 -0.072 -2.069
H 0.238 0.725 -1.345
H -2.276 -1.079 -0.436
H -0.074 -1.416 0.921
H 1.026 0.125 0.943
H -1.574 1.611 2.772
H 2.291 -2.916 -1.151
H -0.761 1.679 1.249
H 0.083 3.270 0.536
O -0.288 2.434 0.243
*
```

=====

*c*
Here is C4H9NO3 in the gas phase from OMol25. Energies are from ωB97M-V with the def2-TZVPD basis set.

Results
lowest unoccupied orbital energy = 0.0258 Ha
SMILES = O=C(O)NCCCO
gap between HOMO and LUMO = 10.50 eV

Structure (ORCA input):
```
! RIJCOSX wB97M-V def2-TZVPD def2/J DEFGRID3
* xyz 0 1
O 0.843 -3.217 -0.314
C 0.233 -2.208 -0.678
O -1.051 -2.406 -1.072
N 0.767 -0.988 -0.593
C 0.074 0.220 -0.978
C 0.308 1.381 -0.020
C -0.380 1.165 1.352
O -0.894 2.302 2.024
H -1.067 -3.307 -1.396
H 1.744 -0.901 -0.376
H 0.249 0.533 -2.043
H -0.986 -0.037 -1.145
H 1.379 1.450 0.224
H -0.002 2.249 -0.602
H -1.295 0.604 1.047
H 0.285 0.551 1.948
H -0.207 2.610 2.623
*
```

=====

The energy of each structure relative to the most stable one, in eV, is as follows: *a* 4.542; *b* 8.760; *c* 0.000.

=====

*a*
Here is 2 unconnected molecules or ions with the total composition C4H9NO3 from OMol25. Energies are from ωB97M-V with the def2-TZVPD basis set.

Results
lowest unoccupied orbital energy = 0.0133 Ha
SMILES = C[C@@H](C=O)NC=O.O
gap between HOMO and LUMO = 10.53 eV

Structure (ORCA input):
```
! RIJCOSX wB97M-V def2-TZVPD def2/J DEFGRID3
* xyz 0 1
C 0.575 1.985 0.153
C -0.135 0.633 0.502
C -1.625 0.474 0.480
O -2.247 0.124 1.444
N 0.386 -0.373 -0.470
C 1.784 -0.613 -0.383
O 2.217 -1.359 -1.230
H 1.085 2.460 1.019
H -0.095 2.787 -0.114
H 1.379 1.848 -0.591
H 0.313 0.389 1.507
H -2.021 0.584 -0.536
H 0.047 -0.562 -1.400
H 2.318 -0.172 0.467
O -1.298 -3.023 -0.488
H -2.128 -2.714 -0.123
H -0.555 -2.466 -0.237
*
```

=====

*b*
Here is C4H9NO3 in the gas phase from OMol25. Energies are from ωB97M-V with the def2-TZVPD basis set.

Results
lowest unoccupied orbital energy = 0.0187 Ha
SMILES = CC[C@H](O)C(=O)NO
gap between HOMO and LUMO = 9.42 eV

Structure (ORCA input):
```
! RIJCOSX wB97M-V def2-TZVPD def2/J DEFGRID3
* xyz 0 1
C -0.958 -1.287 -1.045
C -1.231 -0.246 0.036
C -0.189 0.467 1.240
O -0.368 1.829 1.246
C 0.873 -0.080 0.333
O 1.487 -1.113 0.621
N 1.345 0.775 -0.662
O 2.746 0.728 -0.823
H -0.480 -2.162 -0.611
H -1.904 -1.589 -1.500
H -0.323 -0.881 -1.830
H -2.005 -0.647 0.689
H -1.654 0.643 -0.443
H -0.208 -0.041 2.209
H -1.116 2.062 1.822
H 1.020 1.730 -0.722
H 2.965 -0.188 -0.559
*
```

=====

The energy of each structure relative to the most stable one, in eV, is as follows: *a* 0.000; *b* 1.909.